Record 1
ORCA calculation (wB97M-V/def2-TZVPD) on 10 unconnected molecules or ions with the total composition C32H62NO20.

Each line ends with the Mulliken charge.
Element x y z (Å)
1 C -1.04107 -1.10589 1.31835  -0.540
2 C 0.32238 -0.39914 1.63746  1.665
3 C 1.53303 -1.08743 0.96791  -1.411
4 C 1.47994 -0.86203 -0.56497  -0.624
5 C 1.40470 0.60756 -0.88315  -0.221
6 C 0.33364 1.48589 -0.23825  1.895
7 N 0.16148 1.05964 1.21133  1.573
8 O -0.52417 1.73010 2.02510  -0.505
9 C -1.02856 1.59385 -0.97399  -1.068
10 C 0.91303 2.88945 -0.10403  -1.947
11 C 0.68329 -0.65645 3.08883  -1.862
12 H -1.43533 -1.01478 0.30961  -0.386
13 H -1.75213 -0.66975 2.02321  0.111
14 H -0.92161 -2.13816 1.64163  0.048
15 H 1.59281 -2.14876 1.20794  0.749
16 H 2.47362 -0.71452 1.37412  0.153
17 H 0.71518 -1.53320 -0.96478  -0.068
18 H 2.36492 -1.38610 -0.93214  0.786
19 H 1.26968 0.78157 -1.95034  0.079
20 H 2.41288 0.94805 -0.63967  -0.044
21 H -1.61972 2.31665 -0.42387  -0.363
22 H -1.50743 0.63034 -1.15334  0.249
23 H -0.82712 1.88792 -2.00546  0.486
24 H 1.73134 3.15211 0.55970  0.277
25 H 0.15695 3.65769 0.09286  0.345
26 H 1.06782 3.19323 -1.14447  0.440
27 H 0.61663 -1.72153 3.29058  0.564
28 H 0.04228 -0.14356 3.81042  0.125
29 H 1.65106 -0.19303 3.27780  0.274
30 C -2.32126 -3.11281 -5.03131  -0.375
31 C -3.68392 -2.51739 -4.66834  -0.247
32 O -3.40970 -1.95456 -3.41231  -0.351
33 C -2.22208 -2.32910 -2.93493  0.638
34 O -1.84283 -2.11581 -1.81923  -0.501
35 O -1.49244 -2.96583 -3.87741  -0.286
36 H -1.94158 -2.53885 -5.87353  0.254
37 H -2.44179 -4.17890 -5.21428  0.300
38 H -4.53260 -3.19661 -4.65789  0.320
39 H -3.80925 -1.70369 -5.38208  0.105
40 C -2.63119 -1.24021 7.43324  -0.444
41 C -2.19105 -0.54287 6.14202  -0.181
42 O -1.69119 -1.65029 5.37664  -0.115
43 C -1.94698 -2.82375 6.04757  0.520
44 O -1.63673 -3.89001 5.61069  -0.507
45 O -2.76472 -2.60917 7.06102  -0.338
46 H -3.45364 -0.79424 7.98465  0.369
47 H -1.76374 -1.16218 8.09338  0.261
48 H -1.32683 0.10243 6.31096  0.277
49 H -2.90484 0.11428 5.64458  0.198
50 C 1.90081 0.07884 -4.63385  0.254
51 C 1.88330 -0.87291 -5.89442  -0.475
52 O 2.08237 -2.10145 -5.25346  -0.410
53 C 1.70536 -2.06687 -3.95601  0.407
54 O 1.64196 -3.03387 -3.27231  -0.488
55 O 1.50317 -0.79832 -3.60824  -0.071
56 H 1.17759 0.88197 -4.75038  -0.039
57 H 2.92030 0.36768 -4.37704  0.085
58 H 2.69585 -0.44397 -6.47856  0.392
59 H 0.93748 -0.71166 -6.41147  0.248
60 C -4.48832 3.45950 2.13141  -0.489
61 C -3.77448 3.05542 0.87156  -0.114
62 O -3.48302 1.68316 1.11807  -0.076
63 C -3.99213 1.25067 2.27834  0.483
64 O -3.95392 0.11570 2.63907  -0.494
65 O -4.62057 2.26903 2.88219  -0.368
66 H -5.47144 3.89415 1.96176  0.303
67 H -3.89235 4.15607 2.72283  0.263
68 H -2.89636 3.66451 0.66419  0.236
69 H -4.46930 3.18162 0.04036  0.247
70 C -3.18595 -3.94720 0.83487  -0.151
71 C -2.89156 -4.17829 2.33399  -0.178
72 O -1.50861 -4.42548 2.23326  -0.296
73 C -1.04928 -4.56533 1.00042  0.774
74 O 0.03953 -4.96193 0.70721  -0.592
75 O -2.04139 -4.42804 0.10899  -0.282
76 H -3.21384 -2.87124 0.65614  0.036
77 H -4.09499 -4.45008 0.51625  0.435
78 H -3.45397 -5.03213 2.71337  0.356
79 H -3.11541 -3.33773 2.98803  0.071
80 C 4.99635 0.69937 0.77392  -0.865
81 C 4.32694 1.95327 1.31715  -0.239
82 O 3.14776 1.58691 2.06599  -0.469
83 H 5.93732 0.95661 0.28471  0.415
84 H 4.37002 0.16381 0.06038  0.106
85 H 5.25305 0.00913 1.57832  0.217
86 H 4.08846 2.70351 0.56431  0.239
87 H 4.96798 2.45263 2.04692  0.478
88 H 3.25110 1.46244 3.01115  0.242
89 C 2.53074 3.53651 -4.87386  -0.633
90 C 2.89201 4.74374 -4.05013  -0.141
91 O 4.32000 4.72586 -3.92798  -0.530
92 H 2.89994 3.45328 -5.89786  0.455
93 H 1.46357 3.37366 -5.04239  0.054
94 H 2.94829 2.65820 -4.37955  0.111
95 H 2.54238 4.72324 -3.01322  0.111
96 H 2.47281 5.65174 -4.49312  0.316
97 H 4.49684 5.50708 -3.39390  0.304
98 C 4.02243 -1.77697 5.81628  -1.259
99 C 4.70103 -0.57064 5.19316  0.308
100 O 6.07844 -0.84986 5.03527  -0.539
101 H 4.25165 -2.65429 5.20985  0.331
102 H 2.95146 -1.67163 5.98122  0.309
103 H 4.49306 -1.97612 6.78031  0.354
104 H 4.66760 0.28391 5.87966  0.303
105 H 4.13010 -0.25409 4.31062  -0.100
106 H 6.38055 0.02961 4.78488  0.323
107 C -3.35914 1.28732 -5.27148  -1.225
108 C -2.35046 1.59852 -4.15829  0.235
109 O -1.08451 1.94165 -4.67704  -0.375
110 H -4.38305 1.01853 -5.01340  0.377
111 H -3.04200 0.38272 -5.79909  0.207
112 H -3.32100 2.08652 -6.01304  0.405
113 H -2.29165 0.71907 -3.51529  -0.077
114 H -2.75466 2.37555 -3.50160  0.257
115 H -1.14739 2.78720 -5.13121  0.247

- Charge: +1
- Orbital gap: 6.8 eV
- Relative energy (zero: lowest compared OMol25 entry of this formula, charge and spin): 133.61 kJ/mol
- Max |F|: 5.7 eV Å⁻¹
- Total energy: -76618.4468 eV
- LUMO: -5.4 eV



Record 2
ORCA calculation (wB97M-V/def2-TZVPD) on a molecular structure, C29H22N6O4RhSe.

Each line ends with the Mulliken charge.
Element x y z (Å)
1 Rh 0.12331 -1.52299 -0.81690  0.121
2 C -4.64766 3.39045 -2.92939  -1.562
3 C -3.44109 2.61204 -2.47565  0.374
4 C -2.14566 3.10367 -2.63962  -1.102
5 C -1.03693 2.37626 -2.26669  -0.408
6 C -1.13063 1.10306 -1.65264  0.521
7 N -0.00925 0.38948 -1.34065  0.296
8 C 1.18680 1.06710 -1.07982  0.334
9 C 1.26898 2.15278 -0.20685  0.008
10 C 2.47201 2.76167 0.08920  -0.964
11 C 3.66123 2.28828 -0.46019  0.404
12 C 4.98997 2.88589 -0.08131  -1.593
13 C 3.59478 1.20612 -1.32227  -0.795
14 C 2.38202 0.61039 -1.65540  0.532
15 N 2.41387 -0.48843 -2.58865  0.575
16 C 3.44818 -0.82263 -3.39683  -0.112
17 C 3.13738 -2.00204 -4.02063  -1.041
18 C 1.86618 -2.33367 -3.52362  -0.152
19 N 1.42883 -1.41297 -2.69085  -0.449
20 C -2.44576 0.62576 -1.50419  0.259
21 C -3.55544 1.35139 -1.91930  -0.551
22 N -2.68167 -0.65110 -0.91327  0.629
23 C -3.71896 -1.03127 -0.16462  -0.109
24 C -3.61550 -2.39060 0.05535  -1.150
25 C -2.44622 -2.76356 -0.59233  -0.088
26 N -1.88831 -1.71369 -1.21569  -0.795
27 H -4.46813 4.46473 -2.86193  0.375
28 H -5.52134 3.16142 -2.31686  0.364
29 H -4.90970 3.16902 -3.96812  0.280
30 H -1.99982 4.07764 -3.09671  0.349
31 H -0.05108 2.78507 -2.44172  0.438
32 H 0.35224 2.49854 0.25413  0.590
33 H 2.49391 3.59484 0.78327  0.359
34 H 4.89869 3.95432 0.11927  0.391
35 H 5.72636 2.75346 -0.87527  0.367
36 H 5.39164 2.41611 0.81987  0.281
37 H 4.51596 0.80493 -1.72312  0.336
38 H 4.31936 -0.19876 -3.47767  0.394
39 H 3.74546 -2.55078 -4.71809  0.409
40 H 1.25491 -3.20298 -3.70110  0.454
41 H -4.53545 0.89990 -1.80648  0.517
42 H -4.44373 -0.30819 0.16970  0.495
43 H -4.26674 -3.00957 0.64624  0.408
44 H -1.93297 -3.70982 -0.62851  0.603
45 O 2.67174 -4.76108 -0.33890  -0.721
46 Se 1.49473 -3.74293 0.07766  1.126
47 O 1.97886 -2.10674 -0.04569  -0.586
48 O 0.28508 -3.55065 -1.12074  -0.672
49 O 0.75571 -4.06348 1.48290  -0.614
50 N -0.58620 -1.01368 8.99198  -0.554
51 C -0.55811 -1.01543 7.84144  0.043
52 C -0.52721 -1.01143 6.39855  0.618
53 C -0.78760 0.16880 5.70511  -0.681
54 C -0.76485 0.17263 4.32298  -0.446
55 C -0.49090 -0.99953 3.61099  -0.132
56 C -0.21506 -2.17751 4.31917  -0.450
57 C -0.23361 -2.18304 5.70084  -0.716
58 C -0.46341 -1.03838 2.18434  0.633
59 C -0.39737 -1.07131 0.97681  -0.354
60 H -1.00385 1.07539 6.25484  0.422
61 H -0.96032 1.08397 3.77388  0.478
62 H 0.03958 -3.06519 3.75248  0.587
63 H -0.01721 -3.09166 6.24724  0.429

- Charge: -1
- Orbital gap: 7.2 eV
- Relative energy (zero: lowest compared OMol25 entry of this formula, charge and spin): 245.46 kJ/mol
- Max |F|: 1.6 eV Å⁻¹
- Total energy: -115912.5298 eV
- LUMO: 2.5 eV



Record 3
ORCA calculation (wB97M-V/def2-TZVPD) on a molecular structure, C41H44AuNO3SSb2.

Each line ends with the Mulliken charge.
Element x y z (Å)
1 Au -0.42716 0.23576 0.47224  0.094
2 C 1.70656 3.43969 0.28582  -1.309
3 C 2.63394 3.00761 -0.84683  -0.697
4 C 2.61832 1.49784 -1.11492  -1.020
5 Sb 2.67586 0.29005 0.67648  0.452
6 C 4.76462 0.30481 1.01144  0.475
7 C 5.49927 -0.87914 1.02716  -0.255
8 C 6.87304 -0.85089 1.23082  -0.676
9 C 7.51867 0.36096 1.43125  -0.516
10 C 6.79188 1.54452 1.43175  -0.651
11 C 5.41958 1.51864 1.22528  -0.499
12 C 1.77712 -3.54976 -0.92920  2.385
13 C 2.41627 -2.59976 -1.80523  -0.348
14 C 2.24828 -2.63523 -3.16286  -0.969
15 C 1.47788 -3.66272 -3.71255  -0.343
16 C 0.86421 -4.64596 -2.92680  -1.017
17 C 1.03322 -4.60555 -1.57139  -0.187
18 Sb -0.35608 2.84707 0.05509  1.411
19 C -1.21120 4.42096 1.11972  0.739
20 C -0.61023 4.83406 2.30643  -0.613
21 C -1.10591 5.94449 2.97451  -0.661
22 C -2.18609 6.64157 2.45008  -0.477
23 C -2.77832 6.22878 1.26349  -0.748
24 C -2.30258 5.10879 0.59669  -0.385
25 C -0.63133 3.16263 -1.99231  0.914
26 C -0.29737 4.40258 -2.53180  -0.625
27 C -0.45394 4.62816 -3.89377  -0.695
28 C -0.93867 3.61762 -4.71214  -0.559
29 C -1.27240 2.38071 -4.17357  -0.722
30 C -1.12156 2.15195 -2.81345  -0.583
31 H 1.66762 4.52534 0.39553  0.673
32 H 2.03604 3.03181 1.24619  0.461
33 H 3.64861 3.32997 -0.59841  0.462
34 H 2.37108 3.53038 -1.76976  0.348
35 H 3.45081 1.20524 -1.75781  0.645
36 H 1.69471 1.21842 -1.63333  0.420
37 H 5.01266 -1.83714 0.88210  0.329
38 H 7.43868 -1.77445 1.23773  0.415
39 H 8.58856 0.38370 1.59455  0.391
40 H 7.29367 2.48974 1.59837  0.410
41 H 4.86811 2.45241 1.24335  0.316
42 H 3.01232 -1.81453 -1.34584  0.314
43 H 2.71331 -1.89882 -3.80337  0.519
44 H 1.35448 -3.70517 -4.79010  0.440
45 H 0.28526 -5.42926 -3.39560  0.484
46 H 0.57120 -5.36736 -0.95463  0.322
47 H 0.24041 4.30393 2.72044  0.321
48 H -0.64833 6.26611 3.90107  0.422
49 H -2.56892 7.51151 2.96893  0.399
50 H -3.61779 6.77829 0.85745  0.413
51 H -2.77912 4.78106 -0.31745  0.436
52 H 0.07173 5.20493 -1.90098  0.463
53 H -0.20273 5.59435 -4.31284  0.437
54 H -1.06559 3.79740 -5.77243  0.409
55 H -1.66339 1.59954 -4.81382  0.437
56 H -1.40675 1.19095 -2.39767  0.261
57 O -2.82193 2.34581 -0.34250  -0.477
58 C -3.26763 1.25113 -0.01460  0.444
59 N -2.50907 0.18324 0.39369  -0.228
60 C -3.32845 -0.91833 0.65488  0.312
61 O -2.92960 -2.00623 1.02657  -0.595
62 C -4.73608 -0.49059 0.39142  -0.130
63 C -5.92376 -1.18135 0.49342  -0.323
64 C -7.08807 -0.48414 0.17549  -0.613
65 C -7.04734 0.84878 -0.22639  -0.661
66 C -5.83981 1.53721 -0.32649  -0.326
67 C -4.69717 0.83557 -0.00881  0.097
68 H -5.95328 -2.21601 0.80923  0.534
69 H -8.04547 -0.98516 0.24266  0.417
70 H -7.97304 1.35723 -0.46390  0.427
71 H -5.80175 2.57330 -0.63705  0.536
72 C -2.99954 -5.94654 2.07893  -1.409
73 C -2.27434 -4.65867 2.45198  -0.208
74 C -1.42851 -4.15943 1.28082  -0.787
75 S -0.44234 -2.76105 1.80443  0.483
76 O -0.00385 -2.02396 0.50864  -0.452
77 C 1.06668 -3.53071 2.39580  -0.697
78 C 1.83626 -4.51645 1.51828  -0.932
79 C 2.59072 -3.90091 0.34111  -0.430
80 H -3.66231 -6.26279 2.88340  0.405
81 H -2.29673 -6.76149 1.88932  0.360
82 H -3.60931 -5.80841 1.18299  0.343
83 H -1.64396 -4.83088 3.33041  0.282
84 H -2.98660 -3.87688 2.71849  0.321
85 H -2.05364 -3.75900 0.47974  0.658
86 H -0.78498 -4.94518 0.89196  0.279
87 H 0.77409 -3.99861 3.34097  0.612
88 H 1.69719 -2.67723 2.65647  0.379
89 H 1.21809 -5.36405 1.21872  0.325
90 H 2.59018 -4.95985 2.17126  0.435
91 H 0.92708 -2.86694 -0.47057  -0.548
92 H 3.39272 -4.57647 0.03997  0.641
93 H 3.06306 -2.97351 0.66610  -0.335

- Charge: +2
- Orbital gap (spin up / spin down): 5.5 / 6.4 eV
- Max |F|: 0.9 eV Å⁻¹
- Total energy: -78449.1768 eV
- LUMO (spin up / spin down): -6.8 / -7.1 eV
- Spin multiplicity: 3



Record 4
ORCA calculation (wB97M-V/def2-TZVPD) on a single C2H5N3S molecule.

Each line ends with the Mulliken charge.
Element x y z (Å)
1 C 1.12559 2.57986 1.18186  -0.205
2 N 0.69369 1.60411 0.49923  -0.323
3 S -0.31333 0.39761 1.15187  -0.016
4 C -0.41192 -0.58426 -0.21164  -0.017
5 N -0.96409 -1.70809 -0.12542  -0.235
6 N -1.25773 -2.39725 -1.27410  -0.470
7 H 1.88090 3.20807 0.70803  0.245
8 H 0.85934 2.72908 2.23412  0.212
9 H 0.14677 -0.27150 -1.07939  0.310
10 H -1.13194 -3.38455 -1.04106  0.253
11 H -0.62728 -2.17307 -2.04350  0.246

- Charge: 0
- Orbital gap: 9.1 eV
- Relative energy (zero: lowest compared OMol25 entry of this formula, charge and spin): 287.16 kJ/mol
- Max |F|: 2.4 eV Å⁻¹
- Total energy: -17458.1358 eV
- LUMO: 1.0 eV
- SMILES: C=NS/C=N/N